[1]
The following is a quantum chemistry calculation of C7H18N6O11Zn as an isolated structure, from the OMol25 dataset.

Calculated values
- energy relative to the best compared isomer or geometry (same formula, charge and spin) (eV) = 0.000
- molecular weight (g/mol) = 427.6
- HOMO energy (Eh) = 0.02638
- total charge = -2
- orbital gap (hartree) = 0.1226

XYZ file:
```
43
Properties=species:S:1:pos:R:3:forces:R:3:lowdin_charge:R:1
Zn -0.15110 0.87283 0.35865 -2.2500 1.2703 -1.1833 0.701
C -1.02315 1.91167 -1.98131 -5.5157 1.4104 9.2627 -0.796
O 0.17282 1.95852 -1.49547 5.4204 1.8665 -2.0760 -0.209
O -1.89558 2.86794 -1.90760 2.1807 2.1537 -4.9823 -0.126
O -1.59929 0.95496 -1.30131 -0.7119 -5.7060 -1.0427 -0.182
C -1.93026 1.50012 2.11745 -1.0165 -1.0486 -11.8647 -0.712
O -1.33506 2.34007 1.29491 2.4810 4.1649 2.7523 -0.165
O -1.24227 0.39654 2.01279 1.4375 -4.0832 3.9958 -0.221
O -3.13547 1.39216 1.62218 -3.0538 -0.1039 4.7374 -0.118
C 0.47905 -1.86828 -1.07600 -2.7287 0.3010 -0.9627 -0.651
O 0.61585 -0.95124 -0.26989 1.2865 -1.2705 0.2852 0.022
N 1.44835 -2.49574 -1.75501 4.2995 -0.0358 0.3817 0.138
N -0.70108 -2.33514 -1.51244 0.0574 0.3863 0.8468 0.187
H 2.36164 -2.41103 -1.33126 0.0523 0.2584 -0.3856 0.105
H 1.39466 -3.24118 -2.42369 -0.6938 0.0623 0.2348 0.091
H -1.50125 -2.02046 -0.96007 -0.9148 0.1745 -0.4026 0.073
H -0.61570 -3.02574 -2.23238 -0.9482 -0.0520 0.1631 0.089
C 2.54133 1.23559 2.05042 -0.5659 0.8452 -1.9491 -0.657
O 1.56727 1.39022 1.33657 0.2584 -0.0076 0.1772 0.041
N 2.92077 0.05039 2.52704 -0.0723 -1.9838 0.8389 0.185
N 3.36719 2.27319 2.25150 1.5330 0.6357 1.2222 0.165
H 3.75029 -0.17659 3.04630 -0.0384 0.4885 -0.0754 0.096
H 2.27507 -0.71067 2.38162 -0.0943 0.1867 -0.0971 0.118
H 3.26121 3.15051 1.77355 -0.3674 -0.2564 -0.0169 0.113
H 4.19206 2.12262 2.80822 -0.0338 0.2866 -0.1506 0.090
C 3.55455 1.05997 -2.12053 2.2383 -1.6421 -1.6997 -0.763
O 4.59667 0.58394 -2.62073 0.2791 -0.5573 -0.5766 -0.090
N 3.72196 1.99693 -1.21013 -1.0046 1.4652 1.7411 0.160
N 2.34199 0.67819 -2.44138 0.0201 -0.1708 -0.0547 0.190
H 4.65140 2.37183 -1.16223 -0.3447 0.2031 0.3045 0.098
H 2.86681 2.34322 -0.79362 0.4300 0.6486 0.2580 0.095
H 1.55475 1.21836 -2.05196 -1.4676 -0.1522 -0.3140 0.042
H 2.31477 -0.05547 -3.12700 -0.4428 0.1294 0.1336 0.103
C -3.66701 -2.33351 0.57775 -0.3550 1.0802 0.8077 -0.257
C -4.91119 -1.48433 0.78083 -0.5866 0.7595 0.9130 -0.264
O -4.83048 -0.65107 1.93404 -0.8690 -1.5637 0.2502 -0.114
O -2.72036 -1.41643 0.14579 1.4889 -0.6926 -1.3509 -0.104
H -3.82854 -3.14657 -0.13565 0.1023 0.2644 -0.5470 0.103
H -3.32073 -2.83317 1.48860 -0.3593 0.0639 0.3892 0.114
H -5.81370 -2.10096 0.84237 -0.1723 -0.1049 0.2755 0.091
H -5.04683 -0.78006 -0.04222 0.2523 -0.5153 -0.6244 0.125
H -4.29662 0.16119 1.78444 0.9622 0.5507 -0.1792 0.020
H -2.38482 -0.79335 0.81687 -0.1727 0.2907 0.5645 0.073
```
Positions in Å, forces in eV/Å.

[2]
The following is a quantum chemistry calculation of C13H11Cl2N5O3RuS3 as an isolated structure, from the OMol25 dataset.

Calculated values
- energy relative to the best compared isomer or geometry (same formula, charge and spin) (eV) = 0.000
- molecular weight (g/mol) = 553.4
- HOMO energy (alpha / beta) (Eh) = -0.27053 / -0.29171
- ⟨S²⟩ = 6.01
- spin multiplicity = 5
- total charge = 0
- orbital gap (alpha / beta) (hartree) = 0.2871 / 0.2959

XYZ file:
```
38
Properties=species:S:1:pos:R:3:forces:R:3:lowdin_spin:R:1
Ru 0.41143 0.17250 -0.95772 -0.0140 -0.2197 0.0594 3.428
O -1.51542 -1.19811 -0.91353 0.1452 0.4164 0.0332 0.090
N -1.39875 -2.36884 -0.31583 0.1195 -0.4570 0.1029 0.012
C -2.53805 -3.00318 0.04103 -0.1617 -0.0694 0.0098 0.000
C -2.52745 -4.22448 0.65572 -0.0394 0.0101 0.0299 0.008
C -1.30092 -4.83225 0.92501 0.1195 0.0801 -0.0862 -0.001
C -0.14859 -4.18032 0.56073 -0.1953 -0.1337 0.0759 0.010
C -0.17923 -2.92850 -0.07334 0.1590 0.1676 -0.1231 0.014
S 1.27418 -2.13364 -0.52874 -0.0692 0.2359 -0.0727 0.113
H -3.44449 -2.47438 -0.20954 0.0481 0.0706 -0.0401 0.000
H -3.46415 -4.68986 0.92512 -0.0056 0.0209 -0.0322 0.001
H -1.25982 -5.80162 1.40274 0.0227 0.0208 0.0272 0.000
H 0.82630 -4.60274 0.75485 -0.0011 -0.0105 -0.0239 0.002
N 4.01397 0.59108 -1.30713 0.0278 -0.0662 0.0146 0.001
C 3.52792 1.14287 -0.17752 0.2750 0.2575 0.3592 0.009
N 2.30217 1.00441 0.22752 -0.3589 -0.0399 -0.2942 0.060
C 2.06702 1.64438 1.42655 0.3935 0.1213 0.0462 0.003
C 3.14083 2.28231 1.94666 -0.0451 -0.0224 0.0179 0.002
S 4.51386 2.08643 0.91477 -0.1634 -0.1879 -0.1996 0.007
C 0.70998 1.58382 1.95618 -0.3307 0.1521 0.2086 0.003
C 0.23197 2.15408 3.08584 0.0334 -0.0163 -0.0012 0.002
S -1.46746 1.87607 3.22335 0.0315 -0.1451 -0.2268 0.007
C -1.42637 0.99556 1.71361 -0.0277 0.1642 0.4159 0.010
N -0.23509 0.92754 1.19348 0.1066 -0.1913 -0.3063 0.060
N -2.51650 0.38582 1.20233 0.0378 0.0375 0.0003 0.002
H 3.35491 0.15509 -1.93144 -0.0284 0.0080 -0.0594 0.000
H 4.91024 0.86208 -1.66438 -0.0161 0.0125 -0.0341 0.000
H 3.21535 2.86341 2.85012 -0.0329 -0.0261 -0.0034 0.001
H 0.75818 2.72005 3.83585 0.0130 0.0226 -0.0564 0.000
H -3.42607 0.74554 1.42707 0.0042 0.0272 0.0182 0.000
H -2.38009 -0.06788 0.29855 0.0223 -0.0331 -0.1011 0.000
Cl -0.81314 2.66080 -5.26903 0.0268 0.0458 -0.0507 0.002
C -1.13097 3.01872 -3.57298 0.1186 -0.2096 0.0788 0.002
Cl -2.85008 2.75544 -3.18584 -0.0244 0.0341 -0.0372 0.001
C -0.29891 2.15254 -2.60035 -0.1466 0.4270 -0.0793 0.019
O -0.38833 2.45947 -1.39618 -0.0076 -0.1238 -0.0970 0.047
O 0.37779 1.19554 -3.05245 -0.0428 -0.3904 0.3578 0.085
H -0.92618 4.07026 -3.41107 0.0065 0.0098 0.0688 0.001
```
Positions in Å, forces in eV/Å.

[3]
The following is a quantum chemistry calculation of C26H32BrGeIrNO5Se as an isolated structure, from the OMol25 dataset.

Calculated values
- energy relative to the best compared isomer or geometry (same formula, charge and spin) (eV) = 0.288
- molecular weight (g/mol) = 862.2
- HOMO energy (Eh) = -0.14111
- total charge = -1
- orbital gap (hartree) = 0.2170

XYZ file:
```
68
Properties=species:S:1:pos:R:3:forces:R:3:lowdin_charge:R:1
Ir 0.51642 -0.18489 -0.08435 0.2162 -0.3590 0.1291 1.075
O 1.70693 -6.26176 0.23756 0.0080 0.0454 -0.0363 0.106
C 1.48150 -5.07547 0.21393 0.0006 -0.0070 0.0311 -0.262
C 2.11867 -4.02257 1.10849 -0.0032 0.0413 -0.0221 -0.291
O 2.96417 -4.22650 1.95851 -0.0222 0.0184 -0.0004 0.079
C 1.48902 -2.75253 0.72999 0.0494 -0.2002 0.0300 -0.369
C 0.57814 -2.95716 -0.31925 -0.0044 -0.0317 -0.0135 -0.331
O -0.10602 -1.98842 -0.83919 0.0223 0.0204 -0.0039 -0.215
C 0.49975 -4.36103 -0.69832 0.0267 -0.0143 0.0093 -0.309
O -0.18936 -4.88324 -1.55725 -0.0545 -0.0058 0.0578 0.069
O 1.68817 -1.60220 1.26360 -0.0962 0.2427 0.0167 -0.281
C -0.81147 4.88499 1.22336 -0.0230 0.0393 0.0132 -0.039
C 0.32654 3.90994 1.13534 0.1097 0.0641 0.0189 -0.248
C 1.64445 4.28256 1.37423 0.0021 -0.0467 0.0123 -0.027
C 2.65102 3.34410 1.25593 -0.0579 0.0764 0.0197 -0.107
C 2.32204 2.04860 0.89147 -0.0913 -0.0954 0.0627 -0.715
Br 3.69964 0.78747 0.73024 0.0162 0.0200 -0.0135 0.849
N 1.06159 1.65847 0.66518 -0.0258 0.0172 0.0283 -0.157
C 0.09553 2.59143 0.79245 0.1036 -0.1200 -0.1187 -0.100
H -0.44094 5.90046 1.35974 0.0016 0.0058 -0.0089 0.076
H -1.46718 4.64795 2.06162 0.0228 0.0181 -0.0026 0.058
H -1.41603 4.86276 0.31593 -0.0088 -0.0075 0.0012 0.088
H 1.88223 5.30377 1.64619 0.0070 0.0134 -0.0060 0.113
H 3.68686 3.59278 1.42924 0.0015 0.0187 -0.0022 0.096
H -0.90050 2.22944 0.58009 0.0093 0.0182 -0.0337 0.092
C -3.42068 0.91825 0.30966 0.0027 0.0343 0.0521 -0.218
Ge -3.49765 0.76742 2.25512 -0.0315 -0.0064 -0.0474 0.743
C -2.54788 2.25638 3.11196 -0.0090 -0.0486 0.0253 -0.218
C -5.36901 0.87304 2.85416 0.0282 -0.0266 -0.0143 -0.230
C -2.75852 -0.96566 2.78868 0.0403 0.0914 -0.0386 -0.588
Se -0.90622 -1.29158 2.23110 -0.0257 -0.0308 -0.0078 0.980
C 0.01602 -0.44440 3.71100 -0.0157 -0.0067 0.0278 -0.363
H -3.78411 1.89505 -0.01590 0.0039 0.0085 -0.0100 0.018
H -4.04644 0.15101 -0.14780 -0.0217 -0.0084 0.0001 0.024
H -2.40090 0.76818 -0.05390 0.0160 -0.0426 -0.0060 -0.026
H -2.97005 3.19936 2.76091 -0.0263 -0.0083 0.0152 0.010
H -1.48335 2.24494 2.88106 -0.0101 -0.0050 0.0080 -0.011
H -2.66582 2.21455 4.19562 -0.0070 -0.0128 0.0125 0.024
H -5.81544 1.82605 2.56703 0.0068 0.0167 -0.0114 0.012
H -5.43336 0.77948 3.93901 0.0030 -0.0024 0.0124 0.012
H -5.96000 0.07303 2.40707 -0.0056 -0.0088 -0.0039 0.014
H -3.33058 -1.75047 2.29047 -0.0207 0.0031 0.0180 0.012
H -2.83557 -1.14386 3.86218 0.0264 0.0076 0.0015 0.016
H -0.35306 0.56463 3.88179 0.0106 0.0123 -0.0216 0.003
H 1.06198 -0.42491 3.41153 0.0018 -0.0128 -0.0092 0.015
H -0.09301 -1.04364 4.61276 -0.0216 0.0123 -0.0002 0.023
C 1.37718 0.95310 -4.09355 -0.0732 -0.0301 -0.0497 -0.064
C 0.75516 -0.05350 -3.10669 -0.0197 0.0163 -0.0404 -0.563
C -0.67500 -0.35459 -3.56731 -0.0053 -0.0643 0.0489 -0.064
C 0.67284 0.59522 -1.72623 -0.5357 0.3872 -0.0897 -0.256
C 1.64583 -1.29263 -3.07586 0.0478 -0.0314 0.0103 -0.197
C 1.21143 -2.55860 -3.44575 0.0490 0.0439 -0.0937 -0.038
C 2.06840 -3.65173 -3.39483 0.0297 -0.0031 -0.0365 -0.086
C 3.37784 -3.49895 -2.97018 -0.0035 -0.0319 -0.0316 -0.096
C 3.82329 -2.24055 -2.58878 0.0169 0.0137 0.0195 -0.085
C 2.96552 -1.15545 -2.64349 -0.0008 0.0245 0.0350 -0.059
H 0.76004 1.85380 -4.14750 -0.0136 0.0093 -0.0057 0.075
H 1.44342 0.51841 -5.09378 0.0087 -0.0034 -0.0061 0.085
H 2.38058 1.24875 -3.78569 0.0120 -0.0048 0.0187 0.073
H -1.25289 0.57238 -3.57701 -0.0161 0.0033 0.0142 0.079
H -1.15676 -1.05584 -2.88578 0.0266 0.0097 -0.0229 0.075
H -0.67817 -0.76647 -4.58020 -0.0176 -0.0043 -0.0197 0.082
H 0.73514 1.69709 -1.82268 0.3670 -0.0603 0.0353 0.045
H 0.18276 -2.72415 -3.73028 -0.0284 0.0056 0.0151 0.110
H 1.68630 -4.63202 -3.64717 0.0057 -0.0092 0.0032 0.105
H 4.03819 -4.35523 -2.91231 -0.0079 -0.0076 0.0164 0.098
H 4.83497 -2.10893 -2.22406 0.0107 0.0048 -0.0039 0.096
H 3.31633 -0.18591 -2.30911 -0.0076 -0.0056 0.0124 0.085
```
Positions in Å, forces in eV/Å.